No. 1
Computed, not measured: a 11-piece molecular cluster, C16H54N10O11 overall, with the ωB97M-V functional and the def2-TZVPD basis.

Structure (XYZ):
```
91
Properties=species:S:1:pos:R:3:forces:R:3:lowdin_charge:R:1
N -1.532 -1.422 3.837 -1.63 -2.85 -1.42 0.178
C -0.669 -0.507 3.450 -0.71 1.29 -5.53 -0.686
N -0.181 0.216 4.408 1.84 2.12 3.39 0.183
O -0.461 -0.240 2.200 -0.31 -1.19 3.47 -0.052
H -1.951 -2.028 3.088 0.50 1.02 1.43 0.150
H -1.731 -1.546 4.806 -0.28 -0.38 0.20 0.105
H 0.473 0.933 4.182 0.05 0.40 -0.36 0.094
H -0.369 0.135 5.413 -0.09 -0.28 -0.98 0.138
N 2.439 -5.366 1.727 -1.21 -3.66 2.20 0.140
C 3.150 -4.702 0.886 7.57 -1.85 -2.04 -0.650
N 2.678 -3.493 0.750 -0.28 4.54 -3.04 0.135
O 4.372 -5.152 0.430 -5.82 2.28 1.65 -0.142
H 2.718 -6.303 1.916 0.34 -0.51 -0.06 0.111
H 1.446 -5.168 1.850 1.41 -0.35 -0.21 -0.003
H 3.172 -2.950 -0.021 -1.14 -0.63 1.77 0.137
H 1.684 -3.169 1.025 2.90 -0.85 -1.05 0.069
N 0.496 2.353 1.548 5.13 -2.78 0.58 0.165
C 0.583 3.607 1.949 6.86 3.44 0.04 -0.571
N -0.600 4.054 1.792 -4.91 6.64 0.58 0.129
O 1.739 4.412 2.196 -5.86 -4.69 -0.85 -0.164
H 1.364 1.804 1.661 -1.43 0.98 -0.34 0.059
H -0.324 1.827 1.609 -1.60 -0.72 0.05 0.050
H -0.823 5.067 1.784 0.90 -0.97 0.46 0.156
H -1.393 3.555 1.431 0.13 -0.92 0.00 0.072
N 2.348 -0.148 2.748 -1.71 -2.56 3.75 0.170
C 2.625 0.332 1.582 1.93 -7.58 -4.67 -0.682
N 3.167 1.463 1.592 2.75 5.47 -1.75 0.194
O 2.642 -0.566 0.566 -1.42 3.95 2.77 -0.077
H 2.055 -1.116 2.743 0.20 0.35 0.11 0.109
H 2.375 0.317 3.645 0.24 0.09 -0.53 0.117
H 3.512 1.945 0.740 -0.29 -0.33 0.57 0.095
H 3.439 1.955 2.431 -0.38 -0.10 0.04 0.146
N -0.031 -2.798 1.186 -0.92 2.40 -1.91 0.123
C -0.268 -4.092 1.174 -3.52 -2.91 -4.82 -0.571
N 0.087 -4.674 2.343 -1.21 0.27 2.32 0.094
O -0.810 -4.781 0.094 3.06 3.46 6.12 -0.079
H -0.343 -2.227 0.317 0.78 -0.73 1.96 0.115
H 0.271 -2.321 2.045 -0.63 -0.08 -1.05 0.086
H -0.301 -5.603 2.396 0.12 -0.13 0.75 0.133
H 0.474 -4.127 3.209 -1.39 -1.69 -2.41 0.192
C -3.563 0.257 0.350 0.79 -1.56 0.37 -0.075
C -3.309 1.693 0.315 -3.34 0.27 -0.37 -0.331
O -2.441 2.074 1.300 2.68 0.64 0.24 -0.061
H -3.748 -0.106 1.349 -0.15 -0.25 0.44 0.081
H -2.619 -0.120 -0.011 0.35 -0.85 0.27 0.057
H -4.282 -0.148 -0.329 -0.72 0.16 -0.45 0.075
H -4.184 2.285 0.532 -0.97 0.20 -0.52 0.121
H -3.077 1.836 -0.706 1.35 1.30 -0.83 0.095
H -2.949 2.111 2.094 -0.34 -0.02 0.93 0.103
C 3.763 1.345 -1.877 0.92 -0.31 -0.58 -0.065
C 4.252 2.762 -1.677 0.93 -1.22 0.62 -0.292
O 4.283 3.079 -0.307 -0.48 0.00 1.48 -0.094
H 2.907 1.098 -1.272 -0.15 -0.02 0.43 0.023
H 4.629 0.750 -1.566 -0.52 -0.47 0.08 0.092
H 3.494 1.013 -2.902 0.39 0.73 0.38 0.095
H 3.756 3.528 -2.128 -2.00 1.80 -1.79 0.078
H 5.275 2.910 -1.898 1.25 -0.53 -1.50 0.105
H 4.662 3.959 -0.250 -0.15 0.05 0.45 0.110
C -2.999 1.335 -3.593 -0.70 0.69 0.52 -0.065
C -4.479 1.111 -3.374 -0.71 -1.14 0.26 -0.310
O -5.352 2.196 -3.713 0.56 0.10 -1.34 -0.070
H -2.558 2.070 -2.905 -0.36 0.41 -0.56 0.071
H -3.047 1.621 -4.619 1.21 0.57 -0.87 0.074
H -2.388 0.468 -3.420 -0.21 -0.73 -0.36 0.043
H -4.706 1.031 -2.354 0.14 -1.16 1.73 0.064
H -4.799 0.155 -3.888 0.21 1.16 0.38 0.137
H -5.689 2.550 -2.896 -0.10 0.20 0.16 0.066
C 0.712 -2.402 -2.057 -1.17 0.00 -1.31 -0.030
C 0.219 -0.954 -2.026 2.25 0.19 -0.42 -0.289
O -0.374 -0.741 -0.781 1.05 1.08 2.50 -0.157
H 1.171 -2.678 -1.132 0.39 0.16 0.50 0.038
H 1.415 -2.572 -2.842 0.69 0.03 -0.58 0.075
H -0.073 -3.138 -2.241 -0.26 0.15 0.19 0.080
H -0.548 -0.563 -2.663 -0.13 -0.60 -1.46 0.086
H 1.108 -0.281 -2.269 -0.98 -0.54 0.81 0.129
H 0.355 -0.504 -0.145 -0.77 -0.12 -0.50 0.084
C 0.664 2.808 -3.061 -3.52 0.01 -0.91 -0.070
C 0.354 2.617 -1.613 0.08 -1.02 1.68 -0.325
O -0.319 3.787 -1.149 0.39 -0.29 1.18 -0.088
H 0.272 1.991 -3.696 0.45 0.24 0.27 0.081
H 1.662 2.956 -3.200 2.78 0.26 -0.66 0.015
H 0.131 3.728 -3.418 0.43 -0.73 0.35 0.103
H 1.305 2.439 -1.016 -0.96 0.43 -0.63 0.104
H -0.279 1.714 -1.345 0.50 0.80 -0.70 0.103
H -0.217 3.747 -0.172 -0.24 0.37 -1.08 0.035
C -2.848 -2.629 -1.195 1.98 0.20 0.48 -0.137
O -2.778 -1.579 -2.169 -0.94 -0.51 0.93 -0.117
H -2.382 -3.489 -1.611 -0.23 -1.21 -0.53 0.058
H -3.809 -2.831 -0.795 -1.15 0.06 -0.18 0.074
H -2.171 -2.507 -0.310 -0.73 0.69 -0.57 0.060
H -1.887 -1.272 -2.053 0.25 0.40 -0.13 -0.008
```
Forces are in eV/Å.

* E_LUMO: -0.7 eV
* gap between HOMO and LUMO: 7.6 eV
* HOMO energy: -8.3 eV
* SMILES: NC(N)=O.NC(N)=O.NC(N)=O.NC(N)=O.NC(N)=O.CCO.CCO.CCO.CCO.CCO.CO
* ΔE to the lowest compared entry with this formula, charge and spin: 887.5 kJ/mol
* charge: 0
* maximum force: 9.1 eV Å⁻¹


No. 2
Computed, not measured: a 11-piece molecular cluster, C16H54N6O11 overall, with the ωB97M-V functional and the def2-TZVPD basis.

Structure (XYZ):
```
87
Properties=species:S:1:pos:R:3:forces:R:3:lowdin_charge:R:1
N -3.800 -4.344 0.723 -0.57 -3.24 1.02 0.130
C -2.984 -3.341 1.118 2.85 -2.44 6.15 -0.655
N -3.096 -2.266 0.441 1.40 5.06 -1.13 0.156
O -2.152 -3.383 2.190 -3.69 -0.52 -4.77 -0.111
H -3.942 -5.242 1.253 0.73 1.90 -0.61 0.136
H -4.473 -4.225 -0.006 -0.03 0.35 -0.21 0.083
H -2.423 -1.527 0.776 -0.54 -0.73 -0.76 0.079
H -3.665 -2.013 -0.350 -0.14 -0.68 0.16 0.120
N -1.402 3.341 1.319 -5.32 -2.57 -2.01 0.164
C -0.372 4.040 1.536 3.70 8.88 -1.63 -0.703
N 0.462 3.508 2.364 2.51 -1.76 2.49 0.190
O -0.146 5.276 1.038 -0.99 -5.14 1.24 -0.108
H -1.982 3.553 0.510 -0.06 0.07 0.64 0.148
H -1.686 2.657 2.001 -0.22 -0.11 -0.15 0.098
H 1.296 4.005 2.570 0.36 0.50 0.15 0.113
H 0.387 2.548 2.741 -0.13 0.52 -0.58 0.076
N 0.450 -0.605 -1.055 1.50 -5.37 -2.71 0.202
C -0.188 0.002 -0.136 -4.25 -3.40 5.53 -0.616
N -0.120 1.263 -0.224 0.22 4.98 1.22 0.195
O -0.891 -0.612 0.874 2.61 2.09 -4.09 -0.110
H 0.268 -1.651 -1.093 0.26 1.39 -0.16 0.113
H 1.002 -0.153 -1.781 -0.49 0.09 0.07 0.104
H -0.626 1.764 0.530 1.03 0.06 -0.95 0.100
H 0.697 1.637 -0.760 -1.17 0.08 0.57 0.100
C 4.199 0.528 1.648 0.26 1.33 0.90 -0.068
C 3.177 0.392 0.604 -2.26 -1.22 1.62 -0.293
O 2.528 -0.878 0.756 1.00 -0.26 -0.12 -0.098
H 4.515 1.547 1.552 0.15 1.07 0.49 0.077
H 5.121 0.048 1.542 1.18 -1.56 -0.50 0.059
H 3.837 0.353 2.675 -0.08 0.05 -0.67 0.074
H 3.460 0.537 -0.409 0.69 0.37 -0.88 0.092
H 2.363 1.064 0.891 0.28 0.84 -0.42 0.106
H 1.742 -0.764 0.226 -0.26 -0.67 -0.11 -0.005
C -3.255 0.594 2.401 -1.11 -0.74 1.44 -0.113
C -4.173 1.691 2.906 -1.08 -1.12 -2.26 -0.325
O -4.422 1.485 4.272 0.91 -0.18 -0.30 -0.037
H -2.322 0.442 2.881 0.69 0.09 1.14 0.051
H -2.971 0.844 1.446 0.40 0.30 -2.72 0.024
H -3.784 -0.389 2.403 0.36 0.78 -0.04 0.100
H -5.055 1.529 2.096 1.00 0.70 2.43 0.155
H -3.829 2.713 2.738 0.26 0.00 -0.01 0.091
H -5.332 1.580 4.439 -1.70 0.26 0.46 0.058
C 1.868 1.021 4.606 0.11 -0.11 0.77 -0.074
C 1.072 0.092 3.823 -2.12 -0.80 -0.55 -0.271
O 0.174 0.760 2.894 0.54 0.70 1.89 -0.119
H 2.848 1.222 4.256 0.62 0.93 -0.92 0.055
H 2.075 0.559 5.533 0.09 -0.52 1.34 0.072
H 1.231 1.833 4.824 -0.17 1.55 0.29 0.076
H 0.595 -0.652 4.485 -0.66 0.61 -0.25 0.136
H 1.632 -0.484 3.195 2.05 -1.76 -1.52 0.066
H -0.272 0.093 2.371 -0.41 -0.66 -0.84 0.019
C 1.141 -3.552 0.987 -1.20 -0.05 2.75 -0.111
C 1.170 -3.745 -0.469 0.44 -3.01 -0.16 -0.334
O -0.074 -3.333 -1.019 0.72 -0.07 -0.91 -0.106
H 0.934 -2.479 1.264 -0.25 -1.33 -0.19 0.070
H 2.120 -3.743 1.393 0.53 -0.24 0.25 0.067
H 0.393 -4.295 1.544 1.34 1.84 -1.28 0.126
H 1.358 -4.880 -0.654 -0.50 1.66 -0.06 0.143
H 2.046 -3.294 -0.927 -0.34 0.73 -0.36 0.101
H -0.688 -3.994 -0.711 -0.72 0.00 0.22 0.094
C -1.347 0.417 -3.755 -0.71 0.33 0.91 -0.081
C -2.322 1.505 -3.244 1.47 -1.33 -2.14 -0.327
O -1.664 2.191 -2.280 -0.06 3.22 0.59 -0.063
H -1.798 -0.139 -4.548 -0.27 -0.58 -0.60 0.064
H -1.151 -0.275 -2.899 0.16 0.52 -0.85 0.070
H -0.438 0.906 -4.136 -0.18 -0.27 0.38 0.083
H -3.171 1.078 -2.795 -1.69 -0.84 0.03 0.091
H -2.573 2.123 -4.114 -0.22 0.28 0.49 0.120
H -1.144 1.602 -1.770 0.79 -0.75 0.89 0.000
C 0.060 -2.486 -4.018 1.96 1.64 -1.22 -0.172
O 0.189 -3.294 -5.162 1.27 -1.21 1.07 -0.070
H 0.122 -1.431 -4.262 -0.10 0.13 -0.39 0.035
H 0.890 -2.571 -3.325 0.13 -0.88 -0.07 0.074
H -0.831 -2.610 -3.530 -2.27 -0.71 1.39 0.049
H -0.292 -2.939 -5.877 -0.87 0.71 -1.03 0.053
C 3.333 -0.510 -3.207 2.49 2.48 -5.59 -0.112
O 2.084 0.006 -3.673 0.09 -0.02 2.80 -0.138
H 3.815 -0.952 -4.140 -0.34 -0.01 1.24 0.113
H 3.398 -1.208 -2.492 -1.05 -2.61 2.88 0.029
H 4.103 0.256 -2.965 -0.90 0.17 0.20 0.092
H 2.097 0.020 -4.603 0.03 -0.15 -1.59 0.070
C 1.655 3.619 -1.835 0.92 -1.34 -0.14 -0.065
O 1.658 2.187 -2.159 1.20 0.59 -1.31 -0.214
H 2.649 3.894 -1.466 -0.16 0.03 0.20 0.083
H 0.919 3.743 -1.038 -0.04 0.49 -0.46 0.068
H 1.510 4.157 -2.762 -0.67 0.44 0.15 0.083
H 2.211 2.032 -2.988 -1.27 0.10 1.77 0.105
```
Forces are in eV/Å.

* E_LUMO: 0.0 eV
* gap between HOMO and LUMO: 8.9 eV
* HOMO energy: -8.9 eV
* SMILES: NC(N)=O.NC(N)=O.NC(N)=O.CCO.CCO.CCO.CCO.CCO.CO.CO.CO
* ΔE to the lowest compared entry with this formula, charge and spin: 275.2 kJ/mol
* charge: 0
* maximum force: 9.8 eV Å⁻¹


No. 3
Computed, not measured: a 12-piece molecular cluster, C16H56N2O12 overall, with the ωB97M-V functional and the def2-TZVPD basis.

Structure (XYZ):
```
86
Properties=species:S:1:pos:R:3:forces:R:3:lowdin_charge:R:1
N -1.195 3.578 -1.365 -0.83 -1.64 0.72 0.184
C -0.860 4.746 -1.887 0.45 2.01 4.06 -0.784
N -0.515 4.641 -3.118 0.89 0.39 -4.58 0.170
O -0.741 5.797 -1.251 -0.31 0.06 0.10 -0.003
H -1.496 2.942 -2.090 -0.16 -0.80 1.00 0.063
H -1.422 3.515 -0.383 -0.31 -0.11 -0.16 0.081
H -0.679 3.760 -3.586 0.25 0.54 -0.47 0.106
H -0.374 5.530 -3.577 0.05 -0.52 -0.42 0.126
C -1.408 -0.220 0.192 0.09 0.47 0.44 -0.050
C 0.104 0.021 0.169 -2.01 1.51 -0.76 -0.328
O 0.750 -1.161 -0.051 1.99 -1.07 0.90 -0.069
H -1.632 -0.867 1.040 -0.23 -0.10 -0.05 0.060
H -1.812 -0.661 -0.719 0.45 -0.24 -0.01 0.049
H -1.966 0.711 0.292 0.05 0.13 0.25 0.071
H 0.420 0.543 1.073 0.17 -0.67 0.29 0.077
H 0.308 0.769 -0.597 0.12 0.04 -0.49 0.089
H 0.487 -1.577 -0.876 -0.37 0.07 -0.44 0.031
C 2.301 0.539 -3.538 0.42 -1.16 -0.36 -0.060
C 2.298 -0.609 -4.611 0.75 1.56 2.94 -0.325
O 2.445 -0.004 -5.842 -0.55 -0.06 -1.73 -0.063
H 2.157 0.088 -2.556 -0.12 0.16 0.16 0.046
H 1.459 1.182 -3.797 0.09 0.17 0.20 0.068
H 3.240 1.092 -3.524 -0.10 0.11 -0.05 0.078
H 1.348 -1.063 -4.331 -0.17 -0.56 -1.36 0.077
H 3.136 -1.294 -4.479 -0.26 -0.36 0.48 0.116
H 3.390 0.006 -6.009 -0.09 0.16 -0.25 0.092
C -0.433 -3.856 2.529 1.70 -0.22 1.04 -0.081
C -1.147 -4.115 3.865 0.91 -0.20 -2.48 -0.314
O -2.472 -4.225 3.401 -0.95 -0.29 1.55 -0.088
H -0.402 -2.793 2.289 -0.04 -0.19 -0.33 0.051
H -0.760 -4.489 1.704 -0.79 0.30 0.19 0.076
H 0.579 -4.241 2.655 0.54 0.59 -0.01 0.066
H -0.960 -3.338 4.607 -0.27 0.28 -0.06 0.107
H -0.759 -5.049 4.271 -0.26 -0.25 0.18 0.105
H -2.931 -4.579 4.166 -0.83 0.01 -0.11 0.084
C 1.831 0.444 3.406 0.99 0.15 -0.71 -0.099
C 1.798 1.033 4.803 -0.92 -1.95 -0.51 -0.275
O 1.952 -0.116 5.666 0.10 0.39 0.48 -0.093
H 1.815 1.193 2.614 0.00 0.21 0.00 0.049
H 1.030 -0.265 3.201 -0.24 0.14 0.35 0.070
H 2.748 -0.131 3.277 0.14 0.05 -0.01 0.064
H 0.775 1.397 4.887 0.25 0.82 0.61 0.103
H 2.601 1.733 5.036 -0.32 0.16 -0.16 0.115
H 1.100 -0.332 6.052 0.02 0.03 0.02 0.075
C -1.619 0.203 -4.096 0.47 0.81 -1.17 -0.141
O -1.812 1.205 -3.119 -0.07 -0.54 -0.29 -0.126
H -0.934 0.651 -4.816 0.62 -0.43 0.18 0.084
H -1.262 -0.749 -3.703 0.21 0.11 0.15 0.059
H -2.458 -0.002 -4.761 -0.74 0.00 0.48 0.082
H -2.453 0.842 -2.504 -0.49 0.26 0.55 0.022
C -4.281 -1.080 -2.112 0.51 0.43 0.00 -0.108
O -3.887 0.181 -1.531 -0.99 -0.64 -0.03 -0.152
H -4.999 -1.597 -1.475 0.19 -0.13 0.07 0.087
H -4.742 -0.905 -3.083 0.11 -0.17 -0.14 0.083
H -3.349 -1.639 -2.197 -0.29 -0.33 -0.17 0.074
H -4.704 0.468 -1.115 0.23 0.73 0.19 0.094
C 4.105 -1.844 0.673 -1.59 -0.04 -0.04 -0.150
O 3.758 -1.270 -0.569 1.19 0.22 -0.95 -0.141
H 3.791 -1.167 1.467 0.53 0.06 0.34 0.057
H 3.489 -2.734 0.809 0.21 -0.41 0.23 0.070
H 5.159 -2.117 0.713 -0.11 0.32 -0.16 0.082
H 2.819 -1.089 -0.654 -0.36 -0.17 0.65 0.026
C 2.613 2.758 -0.616 0.57 0.17 0.71 -0.134
O 4.010 2.804 -0.971 -0.75 0.03 -0.10 -0.120
H 2.569 2.664 0.469 -0.33 -0.11 0.18 0.067
H 2.112 3.699 -0.843 0.18 -0.04 -0.38 0.079
H 2.074 1.917 -1.050 0.18 0.06 -0.24 0.039
H 4.465 2.334 -0.268 0.16 -0.08 -0.20 0.065
C -0.709 3.414 2.499 1.02 0.02 1.19 -0.170
O -1.827 3.727 1.740 -0.70 -0.48 -1.11 -0.114
H 0.083 4.162 2.488 -0.11 0.36 -0.13 0.088
H -0.975 3.231 3.540 -0.09 0.08 0.25 0.074
H -0.208 2.500 2.179 -0.47 -0.13 -0.54 0.054
H -2.128 4.634 1.829 0.39 0.10 0.20 0.096
C 0.793 -3.808 -2.384 0.62 0.38 0.93 -0.094
O 0.307 -2.468 -2.338 -0.56 -0.07 -1.13 -0.156
H 0.989 -4.136 -3.405 -0.09 -0.07 0.09 0.090
H 1.731 -3.717 -1.837 0.11 -0.73 -0.04 0.087
H 0.089 -4.448 -1.851 0.15 -0.28 -0.19 0.085
H -0.071 -2.333 -3.210 -0.22 0.54 0.15 0.056
C -2.921 -0.817 3.600 0.67 -0.48 -2.44 -0.223
O -3.222 -0.703 4.925 -0.25 0.21 1.74 -0.086
H -3.396 -1.652 3.085 -0.40 -0.24 0.16 0.074
H -3.109 0.060 2.981 -0.16 0.43 0.21 0.075
H -1.863 -1.034 3.460 0.21 0.12 0.42 0.062
H -4.132 -0.420 5.046 0.00 -0.02 -0.08 0.087
```
Forces are in eV/Å.

* E_LUMO: 0.2 eV
* gap between HOMO and LUMO: 9.3 eV
* HOMO energy: -9.1 eV
* SMILES: NC(N)=O.CCO.CCO.CCO.CCO.CO.CO.CO.CO.CO.CO.CO
* ΔE to the lowest compared entry with this formula, charge and spin: 254.4 kJ/mol
* charge: 0
* maximum force: 4.7 eV Å⁻¹


What is the ΔE to the lowest compared entry with this formula, charge and spin in the third record? 254.4 kJ/mol


What is the formula in the first record? C16H54N10O11